Here is a cluster of 11 separate species, C60H165N27O8P8 in total in a non-equilibrium geometry from the OMol25 dataset. Energies are from ωB97M-V/def2-TZVPD.

```
268
Properties=species:S:1:pos:R:3:forces:R:3
C 4.054 4.414 7.020 0.5180 -0.9446 0.2575
C 3.551 3.687 5.781 -0.0561 1.3906 -0.6098
C 2.137 4.183 5.364 0.5696 -0.5042 -0.1224
C 1.162 3.924 6.405 -2.8564 -0.8843 3.0701
N 0.389 3.700 7.272 2.5499 0.8029 -2.8335
H 4.028 5.494 6.887 -0.3066 0.0141 0.1433
H 5.097 4.156 7.224 0.0126 -0.0086 -0.1459
H 3.516 4.068 7.900 -0.2655 0.4430 0.1203
H 3.569 2.601 5.808 -0.0761 -0.0725 0.3978
H 4.219 3.978 4.966 -0.0677 -0.1402 -0.2060
H 1.864 3.630 4.471 -0.3366 -0.0143 -0.1365
H 2.072 5.238 5.086 0.3116 -0.0686 0.1222
C -0.969 4.445 -1.826 0.8788 -0.1782 -0.3970
C -0.474 5.157 -0.583 0.4084 -0.2494 0.3046
C 0.531 4.320 0.219 -0.3693 -0.9644 -0.2034
C 0.911 4.898 1.500 0.1363 0.2386 -0.1619
N 1.204 5.369 2.506 -0.0344 0.0006 0.0108
H -1.677 5.076 -2.360 -0.0726 -0.1272 -0.0840
H -1.377 3.450 -1.653 -0.3112 0.0568 0.3491
H -0.101 4.263 -2.476 -0.1895 0.1413 -0.1572
H -1.320 5.387 0.061 0.0448 0.3833 0.1009
H 0.098 6.043 -0.873 -0.6046 0.3212 0.0614
H 1.413 4.093 -0.385 0.1987 0.2726 0.0737
H 0.127 3.325 0.430 -0.2496 0.0751 -0.0106
C 5.015 -4.461 4.570 0.6516 -0.1240 -0.6102
C 4.224 -3.259 5.017 -0.2214 0.5270 0.1032
C 4.926 -1.966 4.609 -0.0969 0.2762 0.0352
C 4.074 -0.796 4.821 -0.2616 0.0808 -0.2777
N 3.330 0.079 4.874 0.1092 0.0113 0.1730
H 6.103 -4.456 4.789 -0.6813 0.1080 0.4764
H 5.009 -4.465 3.467 -0.2740 -0.3344 0.3019
H 4.538 -5.354 4.965 0.2423 -0.2517 -0.1995
H 4.009 -3.204 6.088 0.2650 -0.2633 0.0309
H 3.240 -3.309 4.546 0.0134 0.0833 -0.0717
H 5.169 -1.970 3.541 0.1059 -0.0915 0.0968
H 5.850 -1.838 5.177 0.0422 -0.0152 -0.1001
O -0.066 -5.599 3.344 -0.3517 0.7649 -0.1985
P -1.434 -5.855 2.818 0.1271 -0.0239 0.3426
N -1.428 -5.628 1.145 -0.4239 -0.5702 1.1363
C -0.232 -6.054 0.465 0.4215 -0.5432 -0.1518
C -2.631 -5.992 0.407 -0.3630 0.1710 0.0069
N -2.800 -4.978 3.232 0.8575 0.8048 0.2424
C -2.999 -4.978 4.705 -0.2267 -0.0085 -0.4714
C -2.814 -3.616 2.634 -0.0266 0.1908 0.3915
N -1.891 -7.327 3.474 -0.3253 -0.5028 -1.2021
C -3.167 -7.921 3.000 0.6962 0.3941 0.5707
C -0.793 -8.281 3.670 -0.0981 0.6833 0.6002
H -0.327 -7.141 0.307 0.3348 0.1528 -0.5744
H 0.662 -5.914 1.070 -0.1442 0.2726 0.0830
H -0.122 -5.498 -0.473 -0.0172 -0.2982 0.0010
H -2.586 -7.017 -0.026 0.1686 0.6629 -0.0154
H -2.789 -5.211 -0.345 -0.1344 -0.4830 -0.2904
H -3.495 -5.984 1.074 0.0827 0.1619 -0.1108
H -2.285 -4.345 5.217 0.1112 0.3516 0.0660
H -4.012 -4.647 4.928 0.0103 0.0328 0.0201
H -2.842 -5.991 5.050 -0.2183 -0.0961 0.1923
H -3.263 -3.621 1.639 0.1581 -0.1076 -0.0119
H -3.415 -2.948 3.256 0.0262 -0.1731 0.0814
H -1.806 -3.172 2.585 -0.3144 -0.1368 -0.0558
H -3.572 -8.555 3.788 0.0968 -0.3248 -0.0993
H -3.901 -7.122 2.858 0.2377 -0.2368 -0.2065
H -2.971 -8.485 2.081 -0.4349 -0.0818 0.0884
H -0.617 -8.900 2.793 -0.0527 -0.3405 -0.0791
H -0.983 -8.871 4.571 -0.0841 -0.2416 -0.2841
H 0.095 -7.677 3.867 -0.0420 -0.2957 -0.0717
O -4.778 -1.648 -2.810 0.0028 -0.7081 0.2882
P -5.404 -0.406 -2.330 0.0176 0.4280 -0.3239
N -6.767 -0.097 -3.291 1.1211 0.2168 -1.1156
C -6.485 -0.311 -4.729 -0.9592 -0.4433 -0.0918
C -7.282 1.247 -3.159 -0.4399 0.3982 0.5117
N -4.205 0.753 -2.273 -1.1416 0.9058 -0.2765
C -4.453 2.117 -1.756 0.1592 -0.6780 0.4932
C -3.037 0.546 -3.096 0.7902 1.0325 -0.4472
N -6.135 -0.241 -0.840 1.8559 0.3265 0.3635
C -5.133 -0.298 0.279 -0.9342 -0.6971 -0.0440
C -7.240 -1.151 -0.709 -1.0829 -0.0489 0.8341
H -7.457 -0.401 -5.249 0.3928 0.0734 0.1400
H -5.927 -1.223 -4.907 0.0394 -0.0690 0.2067
H -5.955 0.532 -5.179 0.1430 0.1122 0.0538
H -7.359 1.521 -2.109 0.0802 0.0749 0.0294
H -8.284 1.366 -3.574 0.0501 -0.2316 -0.2475
H -6.600 1.920 -3.673 -0.0486 0.5877 -0.0405
H -4.549 2.906 -2.515 -0.1044 -0.3814 -0.0921
H -5.341 2.074 -1.113 0.0687 0.1983 -0.3903
H -3.646 2.407 -1.085 0.3393 -0.0409 -0.0223
H -2.139 0.417 -2.494 0.0160 -0.3244 0.2061
H -3.169 -0.282 -3.785 0.0381 -0.0929 0.1315
H -2.795 1.454 -3.686 -0.4904 -0.2068 0.0241
H -4.976 -1.372 0.448 0.4401 0.2184 0.3354
H -4.191 0.207 0.050 -0.2502 -0.1844 -0.1702
H -5.539 0.144 1.196 -0.1597 -0.1019 -0.2474
H -7.844 -1.043 -1.598 -0.2061 -0.3060 -0.0422
H -7.877 -0.892 0.145 0.2291 0.1104 0.0112
H -6.945 -2.193 -0.579 0.1903 -0.1786 -0.0911
O -2.335 -1.650 5.807 -0.0414 -0.4131 0.1156
P -1.658 -1.971 7.087 -0.4882 1.8963 0.4994
N -0.489 -3.131 6.835 0.8283 0.2045 0.2538
C 0.370 -3.554 7.954 -0.0433 0.9144 -0.0962
C 0.245 -2.977 5.577 -0.2736 -0.1349 -0.3676
N -2.486 -2.627 8.383 -0.8511 -0.2237 -0.1133
C -2.849 -4.057 8.312 -0.8630 0.4731 0.0598
C -3.560 -1.756 8.887 0.2483 0.4401 0.1854
N -1.250 -0.443 7.805 0.4335 -2.0877 0.1950
C -0.383 -0.429 9.014 -0.7096 0.3217 -0.7832
C -1.022 0.695 6.933 -0.1160 -0.3884 -0.7507
H 1.227 -2.872 7.992 0.1385 -0.1230 0.2050
H 0.760 -4.567 7.886 -0.2674 -0.1602 -0.3946
H -0.189 -3.447 8.879 0.0494 -0.1189 0.1207
H 0.634 -3.950 5.269 0.0105 0.0856 -0.0829
H 1.053 -2.236 5.614 0.1327 -0.0491 0.3269
H -0.453 -2.615 4.820 0.0521 -0.2646 -0.0246
H -3.840 -4.220 7.845 0.4525 0.2538 -0.3808
H -2.063 -4.524 7.740 -0.1164 -0.6313 0.0485
H -3.017 -4.523 9.295 0.6951 0.3671 0.0303
H -4.422 -1.638 8.230 -0.0871 -0.4826 -0.3204
H -3.909 -2.119 9.849 0.0271 -0.0826 0.1631
H -3.170 -0.739 8.984 -0.0160 -0.3031 0.2870
H -0.558 0.577 9.415 0.5574 -0.3103 0.3434
H -0.699 -1.188 9.731 -0.1847 0.1065 -0.0372
H 0.681 -0.618 8.794 -0.2167 0.3847 -0.0196
H -1.255 1.654 7.408 0.3208 -0.2692 0.2168
H -1.673 0.619 6.050 0.2032 -0.1167 0.2817
H 0.017 0.637 6.601 0.1360 0.7040 -0.1713
O 4.235 1.161 -4.022 0.1448 -0.5175 0.1415
P 5.260 2.218 -4.102 0.5174 0.5564 -1.0537
N 6.353 2.164 -2.854 -2.3015 -0.1243 1.7090
C 7.483 3.010 -2.645 0.9796 0.6938 -1.5560
C 5.592 2.030 -1.587 0.2640 -1.2513 -0.0288
N 4.452 3.660 -4.284 0.5716 0.1100 0.9622
C 5.273 4.865 -4.338 -0.4861 0.5121 -1.2041
C 3.140 3.721 -3.632 0.3510 0.0379 -0.1472
N 6.376 2.298 -5.345 -1.4922 -1.5087 -0.3289
C 7.326 1.169 -5.336 0.6700 0.8649 -0.0514
C 5.797 2.508 -6.676 0.9681 1.9081 -0.6171
H 7.265 3.892 -2.035 0.1110 -0.3088 0.3721
H 7.804 3.424 -3.613 0.0154 -0.1670 0.1825
H 8.326 2.403 -2.298 -0.0673 0.3252 0.4805
H 6.279 1.557 -0.883 -0.1281 0.3519 0.3843
H 4.763 1.319 -1.704 0.2259 0.2730 -0.1398
H 5.186 2.974 -1.209 0.2602 0.0879 0.0322
H 5.607 5.320 -3.403 -0.4001 -0.1647 0.3048
H 6.170 4.652 -4.914 0.0839 -0.1043 0.0367
H 4.731 5.607 -4.950 0.1302 0.0328 0.4773
H 2.388 4.050 -4.346 -0.1574 0.1265 0.0406
H 2.913 2.712 -3.297 -0.2982 0.1414 -0.1249
H 3.146 4.376 -2.759 0.0224 0.2023 0.0123
H 8.197 1.586 -5.847 0.2782 -0.5057 -0.0564
H 7.601 0.950 -4.296 -0.0726 -0.2170 -0.5682
H 6.982 0.274 -5.870 -0.1372 0.1711 0.2073
H 5.371 1.667 -7.225 0.0041 -0.3564 0.4859
H 6.634 2.918 -7.276 -0.3490 -0.3938 -0.0981
H 5.070 3.341 -6.662 0.1638 -0.6429 0.1808
O -0.382 3.653 -8.288 -0.6311 0.3442 -0.5998
P 0.039 2.358 -7.744 1.0572 -0.9573 -0.1752
N -0.358 2.289 -6.145 0.2052 1.1192 0.6364
C -0.081 1.138 -5.304 -0.2516 0.3415 0.3615
C -0.600 3.600 -5.485 0.3935 -0.8025 -0.3295
N 1.667 2.133 -8.144 -0.0853 -0.2034 0.6011
C 2.397 3.386 -8.234 0.3644 0.2305 -0.2033
C 2.389 1.032 -7.480 -0.3925 0.4744 0.6527
N -0.568 0.885 -8.234 0.9789 0.7930 -0.9588
C -0.074 0.325 -9.507 -0.6957 -0.8302 -0.3093
C -1.992 0.807 -8.043 -0.6723 -0.5374 0.5847
H 0.974 1.065 -5.003 -0.1904 -0.1710 -0.0996
H -0.443 0.243 -5.802 0.3591 -0.2578 -0.0713
H -0.680 1.226 -4.396 0.0378 0.0785 0.1167
H -1.482 3.530 -4.826 0.2815 0.1718 -0.2802
H -0.695 4.317 -6.297 -0.5528 0.0858 0.2658
H 0.275 3.929 -4.922 -0.0067 -0.1626 0.3777
H 2.785 3.745 -7.270 -0.0924 -0.1063 0.0993
H 3.251 3.283 -8.903 0.1332 -0.1570 -0.0541
H 1.744 4.152 -8.654 0.0980 -0.1205 0.0980
H 3.296 0.708 -7.996 -0.1141 0.2839 -0.2424
H 2.663 1.341 -6.453 0.2144 -0.2206 -0.2808
H 1.732 0.164 -7.378 0.0626 0.1386 -0.1326
H 0.654 0.898 -10.076 -0.1640 0.5871 0.4147
H 0.433 -0.651 -9.365 -0.5749 0.2292 0.1056
H -0.971 0.211 -10.141 0.5512 -0.2887 -0.0047
H -2.580 1.274 -8.838 0.0758 0.0619 -0.0195
H -2.210 1.279 -7.084 -0.2708 0.1103 -0.2209
H -2.306 -0.228 -7.927 -0.0499 -0.2498 -0.2090
O -5.830 4.445 4.044 -0.0988 -0.3520 -0.7290
P -4.472 4.754 3.544 0.4355 -0.5530 -0.2050
N -4.349 6.378 3.289 -0.4342 0.4308 0.5246
C -3.040 6.946 2.985 -0.6111 0.7415 -0.2861
C -5.447 7.208 3.840 0.8019 0.0469 -0.1399
N -3.802 4.157 2.091 -1.7143 0.0099 0.0109
C -4.528 4.755 0.942 0.3998 -0.7827 -0.5521
C -3.782 2.663 2.066 0.9793 0.6778 0.0130
N -3.377 4.103 4.599 -0.8409 0.3346 1.8024
C -3.828 4.195 6.017 0.7544 -0.1820 -0.3530
C -1.959 4.234 4.437 0.3077 -0.5071 -1.3594
H -2.346 6.999 3.829 -0.0052 -0.4081 -0.0112
H -3.172 7.995 2.693 -0.0673 -0.1915 -0.2357
H -2.631 6.385 2.134 0.2854 0.2553 0.3666
H -5.064 7.792 4.678 -0.2553 -0.1682 0.4051
H -6.274 6.543 4.091 0.2851 0.2129 0.3173
H -5.838 7.944 3.146 0.1934 0.0434 -0.6123
H -5.464 4.212 0.801 -0.1737 0.1108 -0.2085
H -4.745 5.808 1.077 0.0054 0.0017 0.3081
H -3.946 4.690 0.009 0.0258 -0.2827 0.2865
H -3.041 2.323 1.344 -0.0408 0.0205 -0.4118
H -3.370 2.374 3.030 -0.3804 -0.3228 0.0665
H -4.737 2.165 1.865 -0.0492 0.3748 0.1439
H -3.550 5.180 6.392 -0.0768 0.1149 0.3236
H -4.899 4.040 6.131 0.1487 -0.0182 -0.2468
H -3.283 3.444 6.598 -0.0652 0.0688 -0.0422
H -1.822 4.252 3.357 0.4763 0.1432 -0.0876
H -1.427 3.349 4.780 -0.0125 -0.0833 0.4205
H -1.488 5.125 4.839 -0.0919 0.2330 0.4193
O -1.337 1.015 -0.234 0.5407 -0.2298 0.8978
P -0.267 0.257 0.498 -0.5990 1.3600 1.4922
N -0.684 -1.349 0.532 1.6772 -0.3403 -1.0878
C 0.424 -2.249 0.940 -0.0575 0.8520 0.9806
C -1.243 -1.739 -0.755 -1.1134 -1.3102 0.4062
N 0.118 0.456 2.110 -0.9154 -0.0168 1.1793
C -0.931 -0.077 3.067 0.7192 0.7657 -0.7357
C 0.735 1.729 2.532 -0.7443 0.2289 -0.0124
N 1.203 0.742 -0.093 -0.1579 -0.9298 -2.3163
C 1.135 0.742 -1.575 0.0701 0.3480 0.0859
C 2.482 0.276 0.391 0.3586 0.4553 0.5749
H 1.235 -2.300 0.203 -0.2997 -0.3148 -0.1953
H 0.029 -3.221 1.235 0.0451 -0.1631 -0.3615
H 0.880 -1.806 1.841 -0.1693 -0.3065 -0.2250
H -0.524 -1.836 -1.586 -0.1386 0.4154 0.1739
H -2.099 -1.087 -0.951 0.3393 -0.1970 -0.4331
H -1.637 -2.746 -0.570 -0.1130 -0.0111 -0.3634
H -1.658 0.716 3.266 -0.1043 -0.1344 0.1115
H -1.406 -0.925 2.593 -0.2560 0.0713 0.0368
H -0.520 -0.430 4.003 0.4117 0.1897 0.1884
H 1.365 1.701 3.422 -0.1030 -0.7663 0.0852
H 1.354 2.138 1.739 -0.0794 -0.0654 -0.0102
H -0.064 2.447 2.750 0.0708 0.1750 -0.0141
H 1.437 -0.231 -1.983 -0.3837 -0.0888 -0.0411
H 0.120 1.059 -1.849 0.4360 -0.3795 -0.2251
H 1.832 1.438 -2.020 0.3200 0.4242 0.1414
H 3.154 1.143 0.347 0.2293 -0.2236 0.1141
H 2.941 -0.529 -0.199 -0.3148 0.0279 -0.0040
H 2.372 -0.032 1.434 0.2621 -0.0041 -0.1934
O 5.305 -4.335 -4.646 2.5400 -0.2966 1.1022
P 3.883 -4.234 -4.834 -2.2275 1.7592 -0.9237
N 3.435 -5.435 -5.905 -0.4062 0.8414 -1.5187
C 4.401 -5.574 -7.002 0.3852 -0.6398 0.1292
C 2.085 -5.284 -6.461 -0.0591 -0.3332 -0.2001
N 3.527 -2.616 -5.231 0.9716 -0.4319 -0.3162
C 4.661 -1.675 -5.475 -0.4239 -0.5554 -0.4912
C 2.186 -2.078 -5.417 0.0306 -0.7573 0.6572
N 2.729 -4.486 -3.671 0.1423 -0.3435 0.1627
C 2.629 -5.880 -3.203 -0.0482 0.0521 -0.4103
C 2.784 -3.539 -2.579 -0.1106 0.0644 0.9966
H 5.413 -5.669 -6.567 -0.5141 0.4972 -0.4714
H 4.271 -4.755 -7.734 0.4728 -0.1263 0.2569
H 4.223 -6.512 -7.541 -0.2357 0.0830 0.0974
H 1.817 -6.198 -6.991 -0.0783 -0.1855 0.1538
H 1.971 -4.485 -7.221 0.2958 0.0193 0.4412
H 1.401 -5.117 -5.638 -0.3160 0.0185 -0.1051
H 4.482 -1.232 -6.466 0.1051 0.3472 0.2702
H 4.785 -0.907 -4.700 -0.5031 -0.1582 -0.2586
H 5.612 -2.206 -5.547 -0.2744 -0.2540 0.0838
H 1.497 -2.814 -4.976 -0.0490 0.4094 -0.1808
H 2.066 -1.131 -4.895 0.0865 0.1654 0.2103
H 1.883 -1.908 -6.449 0.2198 -0.0926 -0.3383
H 2.643 -6.517 -4.101 0.3614 0.0731 0.6531
H 3.479 -6.084 -2.517 -0.6256 -0.3041 -0.2694
H 1.650 -6.066 -2.746 0.2672 0.2535 0.3512
H 1.854 -3.604 -1.994 0.2114 0.0441 -0.0848
H 2.945 -2.500 -2.876 -0.1897 -0.2543 -0.3171
H 3.627 -3.795 -1.928 -0.0463 0.0345 0.3057
```
Positions in Å, forces in eV/Å.

Properties
calculated total energy	-195830.9121	eV
largest force on an atom	4.3	eV/A
orbital gap	8.47	eV
HOMO level	-8.29	eV
SMILES	CN(C)P(=O)(N(C)C)N(C)C.CN(C)P(=O)(N(C)C)N(C)C.CN(C)P(=O)(N(C)C)N(C)C.CN(C)P(=O)(N(C)C)N(C)C.CN(C)P(=O)(N(C)C)N(C)C.CN(C)P(=O)(N(C)C)N(C)C.CN(C)P(=O)(N(C)C)N(C)C.CN(C)P(=O)(N(C)C)N(C)C.CCCC#N.CCCC#N.CCCC#N